A molecular structure, C21H47LaO2P3 at a distorted geometry. Source: the OMol25 dataset; level of theory: wB97M-V/def2-TZVPD.

Net charge: +3
Strongest force on any atom, hartree/bohr: 0.059
HOMO energy, eV: -15.4
Orbital gap, eV: 5.67
Energy relative to the best compared isomer or geometry (same formula, charge and spin), kJ/mol: 0.0

Positions of all 74 atoms, in Å:
La1 -1.007 1.226 -0.242
P1 2.087 -1.257 1.885
P2 1.595 2.126 0.286
P3 -1.003 -2.397 0.000
H1 -0.217 2.446 -5.399
C1 -1.186 1.941 -5.203
C2 -2.070 2.284 -4.250
H2 -2.088 3.267 -3.803
C3 3.514 -2.225 1.497
C4 2.581 0.114 2.920
C5 1.071 -2.285 2.967
C6 1.296 3.217 -1.204
C7 2.215 3.469 1.355
C8 3.155 1.348 -0.357
C9 -2.170 -2.789 -1.386
C10 -1.818 -3.717 1.020
C11 0.480 -3.284 -0.696
H3 -1.460 1.223 -6.024
H4 -3.034 1.746 -4.214
H5 3.931 -2.482 2.471
H6 4.236 -1.660 0.897
H7 3.259 -3.142 0.954
H8 3.026 -0.390 3.790
H9 1.705 0.710 3.238
H10 3.352 0.742 2.453
H11 1.782 -2.991 3.442
H12 0.313 -2.869 2.421
H13 0.588 -1.670 3.751
H14 2.227 3.803 -1.234
H15 0.432 3.893 -1.062
H16 1.177 2.635 -2.137
H17 3.118 3.912 0.923
H18 2.424 3.101 2.360
H19 1.462 4.258 1.438
H20 3.770 2.193 -0.753
H21 2.944 0.654 -1.199
H22 3.751 0.783 0.385
H23 -2.314 -3.880 -1.435
H24 -1.822 -2.447 -2.369
H25 -3.111 -2.303 -1.110
H26 -2.434 -4.337 0.352
H27 -2.489 -3.169 1.703
H28 -1.099 -4.356 1.559
H29 0.104 -4.033 -1.421
H30 1.054 -3.796 0.088
H31 1.136 -2.572 -1.232
C12 -0.152 -0.468 -2.971
C13 0.941 -0.620 -3.849
C14 0.698 -1.189 -5.119
C15 -0.608 -1.461 -5.515
C16 -1.682 -1.078 -4.696
C17 -1.491 -0.516 -3.451
O1 0.091 -0.309 -1.632
H32 1.496 -0.892 0.635
H33 1.881 -0.129 -3.596
H34 1.515 -1.299 -5.829
H35 -0.772 -1.961 -6.462
H36 -2.654 -1.258 -5.112
H37 -2.236 0.102 -2.908
C18 -3.147 3.028 3.207
C19 -1.799 2.656 2.631
O2 -1.659 1.217 2.313
C20 -2.038 0.203 3.408
C21 -1.343 0.461 4.727
H38 -3.910 2.764 2.468
H39 -3.292 4.098 3.466
H40 -3.301 2.429 4.119
H41 -1.525 3.255 1.733
H42 -1.007 2.926 3.331
H43 -3.128 0.216 3.517
H44 -1.773 -0.741 2.914
H45 -1.654 1.430 5.127
H46 -1.663 -0.294 5.458
H47 -0.251 0.386 4.662



3 unconnected molecules or ions with the total composition C21H47NO11P2S2 at a distorted geometry. Source: the OMol25 dataset; level of theory: wB97M-V/def2-TZVPD.

Strongest force on any atom, hartree/bohr: 0.135
Structure (SMILES): CCN(CC)C(=S)SCCCOC(=O)O.CCOP(=O)(OCC)OCC.CCOP(=O)(OCC)OCC
HOMO energy, eV: -8.3
Orbital gap, eV: 8.70

Positions of all 84 atoms, in Å:
C1 4.148 0.124 -2.092
C2 3.571 0.018 -3.509
N1 2.983 1.317 -3.891
C3 4.029 2.170 -4.485
C4 3.925 3.648 -4.074
C5 1.836 1.233 -4.638
S1 1.378 2.347 -5.762
S2 0.747 -0.126 -4.324
C6 -0.902 0.577 -4.565
C7 -1.868 -0.258 -3.725
C8 -3.247 0.373 -3.709
O1 -3.208 1.425 -2.706
C9 -4.220 2.285 -2.912
O2 -5.361 2.021 -2.673
O3 -3.815 3.447 -3.427
H1 4.754 1.021 -1.974
H2 4.662 -0.780 -1.777
H3 3.281 0.269 -1.444
H4 4.378 -0.285 -4.179
H5 2.861 -0.803 -3.480
H6 4.989 1.826 -4.102
H7 4.097 2.052 -5.567
H8 3.273 3.705 -3.206
H9 3.601 4.286 -4.889
H10 4.911 3.995 -3.761
H11 -0.929 1.615 -4.246
H12 -1.144 0.502 -5.623
H13 -1.915 -1.282 -4.097
H14 -1.504 -0.299 -2.698
H15 -3.458 0.846 -4.671
H16 -4.007 -0.359 -3.444
H17 -4.606 3.841 -3.824
C10 -6.762 -1.836 -1.934
C11 -6.498 -2.977 -0.971
O4 -6.002 -2.532 0.289
P1 -7.004 -2.079 1.484
O5 -8.204 -2.930 1.411
O6 -6.202 -2.616 2.785
C12 -6.812 -3.517 3.710
C13 -6.468 -4.955 3.381
O7 -6.491 -0.599 1.744
C14 -5.996 0.305 0.752
C15 -7.092 1.134 0.115
H18 -7.552 -1.185 -1.558
H19 -7.075 -2.223 -2.904
H20 -5.869 -1.226 -2.081
H21 -7.399 -3.581 -0.848
H22 -5.730 -3.633 -1.384
H23 -7.891 -3.370 3.739
H24 -6.426 -3.260 4.697
H25 -6.643 -5.174 2.328
H26 -7.062 -5.642 3.985
H27 -5.412 -5.149 3.576
H28 -5.388 -0.208 0.010
H29 -5.314 0.970 1.284
H30 -7.907 0.507 -0.251
H31 -6.691 1.716 -0.713
H32 -7.522 1.822 0.844
C16 4.103 0.030 5.929
C17 4.937 -0.878 5.045
O8 5.197 -0.323 3.761
P2 6.476 0.689 3.480
O9 7.481 0.052 4.366
O10 6.895 0.214 1.989
C18 8.221 -0.246 1.712
C19 8.304 -1.755 1.810
O11 5.563 1.858 2.874
C20 4.247 2.233 3.275
C21 4.250 3.264 4.388
H33 4.639 0.955 6.152
H34 3.876 -0.465 6.874
H35 3.161 0.295 5.449
H36 5.865 -1.142 5.553
H37 4.394 -1.808 4.868
H38 8.943 0.230 2.374
H39 8.457 0.073 0.696
H40 7.865 -2.118 2.739
H41 9.341 -2.088 1.759
H42 7.752 -2.221 0.992
H43 3.640 1.366 3.516
H44 3.795 2.676 2.385
H45 4.875 2.944 5.222
H46 3.237 3.441 4.749
H47 4.654 4.210 4.029